1.
Molecular formula: C32H31N6O5SSiTi
Method: DFT, the ωB97M-V functional and the def2-TZVPD basis

Positions of all 77 atoms, in Å:
Ti (-0.163, -0.404, -0.904)
C (-4.385, -0.353, -2.749)
C (-3.556, 0.091, -1.553)
C (-4.416, 0.740, -0.472)
O (-2.841, -1.025, -1.004)
C (-2.517, 1.138, -1.998)
O (-2.867, 2.066, -2.686)
O (-1.301, 0.971, -1.546)
H (-5.158, -1.055, -2.429)
H (-3.747, -0.838, -3.489)
H (-4.857, 0.509, -3.215)
H (-5.147, 0.020, -0.093)
H (-4.952, 1.591, -0.886)
H (-3.794, 1.084, 0.356)
H (-3.435, -1.525, -0.433)
N (2.554, 5.175, -0.081)
C (2.724, 3.913, -0.618)
C (2.356, 3.653, -1.944)
C (2.462, 2.380, -2.463)
C (2.932, 1.345, -1.665)
C (3.319, 1.590, -0.358)
C (3.219, 2.866, 0.165)
S (2.954, -0.296, -2.309)
O (3.508, -1.163, -1.293)
O (3.540, -0.285, -3.616)
N (1.330, -0.538, -2.400)
C (0.807, -1.621, -3.039)
N (-0.527, -1.702, -2.795)
C (-1.176, -2.744, -3.298)
C (-0.534, -3.682, -4.084)
C (0.837, -3.511, -4.253)
N (1.525, -2.508, -3.726)
H (2.479, 5.936, -0.733)
H (3.079, 5.392, 0.749)
H (1.974, 4.458, -2.559)
H (2.164, 2.179, -3.484)
H (3.693, 0.772, 0.243)
H (3.508, 3.056, 1.192)
H (-2.232, -2.807, -3.061)
H (-1.058, -4.516, -4.525)
H (1.413, -4.231, -4.825)
C (2.139, -0.927, 5.022)
C (0.811, -1.324, 5.006)
C (-0.005, -0.969, 3.938)
C (0.476, -0.200, 2.876)
C (1.816, 0.198, 2.919)
C (2.640, -0.164, 3.974)
Si (-0.685, 0.221, 1.423)
C (-1.117, 2.037, 1.771)
C (-0.835, 3.077, 0.883)
C (-1.187, 4.385, 1.187)
C (-1.841, 4.675, 2.376)
C (-2.138, 3.653, 3.266)
C (-1.773, 2.348, 2.966)
H (2.782, -1.205, 5.848)
H (0.410, -1.915, 5.819)
H (-1.036, -1.310, 3.934)
H (2.215, 0.809, 2.117)
H (3.675, 0.155, 3.983)
H (0.738, 0.591, 0.343)
H (-0.333, 2.867, -0.054)
H (-0.947, 5.178, 0.490)
H (-2.118, 5.696, 2.609)
H (-2.645, 3.873, 4.197)
H (-1.996, 1.565, 3.684)
N (-1.670, -6.775, 0.316)
C (-0.956, -5.880, 0.400)
C (-0.066, -4.762, 0.499)
C (1.200, -4.895, 1.076)
C (2.017, -3.783, 1.131)
C (1.552, -2.584, 0.622)
N (0.340, -2.461, 0.068)
C (-0.452, -3.528, 0.003)
H (1.519, -5.853, 1.461)
H (3.007, -3.836, 1.559)
H (2.168, -1.696, 0.627)
H (-1.420, -3.384, -0.460)

## Properties
spin multiplicity: 2
ΔE to the lowest compared entry with this formula, charge and spin: 42.8 kcal/mol
maximum force: 2.4 eV/Å
<S²>: 0.765
LUMO level (alpha / beta): -0.79 / -0.62 eV

Quick look at the Löwdin charges, all values in e: number 1, Ti, carries 0.795; number 2, C, carries -0.006; number 3, C, carries -0.519; number 4, C, carries 0.005; number 5, O, carries -0.085; number 6, C, carries -0.550; number 7, O, carries 0.105; number 8, O, carries -0.182; number 9, H, carries 0.090; number 10, H, carries 0.084; number 11, H, carries 0.094; number 12, H, carries 0.092; number 13, H, carries 0.101; number 14, H, carries 0.085; number 15, H, carries 0.105; number 16, N, carries 0.112; number 17, C, carries -0.320; number 18, C, carries -0.019; number 19, C, carries -0.049; number 20, C, carries -0.317; number 21, C, carries -0.088; number 22, C, carries -0.030; number 23, S, carries 0.618; number 24, O, carries -0.319; number 25, O, carries -0.281; number 26, N, carries -0.174; number 27, C, carries -0.470; number 28, N, carries 0.059; number 29, C, carries -0.123; number 30, C, carries -0.045; number 31, C, carries -0.103; number 32, N, carries 0.159; number 33, H, carries 0.092; number 34, H, carries 0.093; number 35, H, carries 0.115; number 36, H, carries 0.124; number 37, H, carries 0.106; number 38, H, carries 0.113; number 39, H, carries 0.110; number 40, H, carries 0.100; number 41, H, carries 0.115; number 42, C, carries -0.094; number 43, C, carries -0.094; number 44, C, carries -0.125; number 45, C, carries -0.351; number 46, C, carries -0.112; number 47, C, carries -0.083; number 48, Si, carries 0.807; number 49, C, carries -0.337; number 50, C, carries -0.100; number 51, C, carries -0.080; number 52, C, carries -0.094; number 53, C, carries -0.095; number 54, C, carries -0.119; number 55, H, carries 0.100; number 56, H, carries 0.100; number 57, H, carries 0.093; number 58, H, carries 0.072; number 59, H, carries 0.102; number 60, H, carries 0.011; number 61, H, carries 0.087; number 62, H, carries 0.101; number 63, H, carries 0.099; number 64, H, carries 0.099; number 65, H, carries 0.094; number 66, N, carries 0.171; number 67, C, carries -0.175; number 68, C, carries -0.191; number 69, C, carries 0.016; number 70, C, carries -0.001; number 71, C, carries -0.096; number 72, N, carries -0.004; number 73, C, carries -0.062; number 74, H, carries 0.129; number 75, H, carries 0.123; number 76, H, carries 0.098; number 77, H, carries 0.121

---

2.
Molecular formula: C32H32CrN9O4S3
Method: DFT, the ωB97M-V functional and the def2-TZVPD basis

Positions of all 81 atoms, in Å:
Cr (0.676, 0.292, 0.676)
C (3.179, -0.446, -1.307)
C (3.634, -0.313, 0.105)
C (5.021, -0.329, 0.398)
C (5.444, -0.227, 1.681)
C (4.491, -0.142, 2.725)
C (4.865, -0.093, 4.086)
C (3.904, -0.019, 5.052)
C (2.543, 0.012, 4.695)
C (2.147, -0.032, 3.380)
S (0.445, -0.020, 2.953)
C (3.134, -0.110, 2.364)
N (2.729, -0.172, 1.049)
H (3.974, -0.840, -1.938)
H (2.876, 0.520, -1.709)
H (2.312, -1.104, -1.370)
H (5.722, -0.418, -0.420)
H (6.500, -0.215, 1.925)
H (5.917, -0.125, 4.342)
H (4.180, 0.015, 6.097)
H (1.781, 0.074, 5.462)
N (-2.426, -2.594, -6.615)
C (-1.819, -1.689, -5.754)
C (-0.937, -2.135, -4.765)
C (-0.370, -1.239, -3.881)
C (-0.685, 0.111, -3.964)
C (-1.556, 0.568, -4.938)
C (-2.120, -0.328, -5.829)
S (0.101, 1.251, -2.879)
O (-0.587, 2.509, -2.964)
O (1.506, 1.218, -3.173)
N (-0.086, 0.600, -1.391)
C (-1.348, 0.674, -0.884)
N (-1.320, 0.634, 0.469)
C (-2.456, 0.709, 1.148)
C (-3.664, 0.814, 0.490)
C (-3.608, 0.807, -0.901)
N (-2.481, 0.734, -1.592)
H (-1.959, -3.476, -6.740)
H (-2.804, -2.213, -7.466)
H (-0.692, -3.190, -4.707)
H (0.324, -1.579, -3.121)
H (-1.791, 1.623, -4.984)
H (-2.800, 0.023, -6.597)
H (-2.373, 0.688, 2.229)
H (-4.597, 0.892, 1.028)
H (-4.518, 0.848, -1.491)
O (-1.021, 8.647, 0.744)
C (-1.468, 7.565, 0.060)
O (-2.448, 7.663, -0.624)
C (-0.696, 6.296, 0.226)
C (-1.325, 5.109, -0.133)
C (-0.678, 3.898, 0.019)
C (0.623, 3.850, 0.524)
S (1.518, 2.358, 0.766)
C (1.268, 5.043, 0.850)
C (0.610, 6.252, 0.707)
H (-0.278, 8.403, 1.307)
H (-2.329, 5.158, -0.531)
H (-1.170, 2.980, -0.270)
H (2.286, 5.006, 1.214)
H (1.156, 7.160, 0.942)
C (-0.995, -5.408, 3.118)
C (-2.123, -4.966, 2.191)
C (-2.806, -3.706, 2.720)
C (-1.629, -4.784, 0.754)
N (-0.683, -3.678, 0.625)
C (-0.911, -2.386, 0.441)
N (0.242, -1.763, 0.441)
N (1.193, -2.716, 0.597)
N (0.649, -3.863, 0.705)
H (-1.385, -5.600, 4.118)
H (-0.227, -4.637, 3.201)
H (-0.520, -6.323, 2.760)
H (-2.868, -5.766, 2.135)
H (-2.087, -2.893, 2.855)
H (-3.255, -3.904, 3.693)
H (-3.600, -3.364, 2.051)
H (-2.461, -4.586, 0.079)
H (-1.104, -5.675, 0.414)
H (-1.884, -1.938, 0.332)

## Properties
spin multiplicity: 2
ΔE to the lowest compared entry with this formula, charge and spin: 4.9 kcal/mol
maximum force: 1.3 eV/Å
<S²>: 0.788
LUMO level (alpha / beta): -0.94 / -0.12 eV

Quick look at the Löwdin charges, all values in e: number 1, Cr, carries 0.236; number 2, C, carries -0.025; number 3, C, carries -0.299; number 4, C, carries 0.002; number 5, C, carries 0.008; number 6, C, carries -0.151; number 7, C, carries -0.040; number 8, C, carries -0.076; number 9, C, carries -0.104; number 10, C, carries -0.573; number 11, S, carries 0.672; number 12, C, carries -0.234; number 13, N, carries -0.012; number 14, H, carries 0.091; number 15, H, carries 0.061; number 16, H, carries 0.061; number 17, H, carries 0.116; number 18, H, carries 0.121; number 19, H, carries 0.111; number 20, H, carries 0.105; number 21, H, carries 0.102; number 22, N, carries 0.094; number 23, C, carries -0.324; number 24, C, carries -0.033; number 25, C, carries -0.063; number 26, C, carries -0.307; number 27, C, carries -0.050; number 28, C, carries -0.026; number 29, S, carries 0.605; number 30, O, carries -0.283; number 31, O, carries -0.302; number 32, N, carries -0.136; number 33, C, carries -0.516; number 34, N, carries -0.037; number 35, C, carries -0.116; number 36, C, carries -0.043; number 37, C, carries -0.103; number 38, N, carries 0.164; number 39, H, carries 0.086; number 40, H, carries 0.088; number 41, H, carries 0.108; number 42, H, carries 0.107; number 43, H, carries 0.117; number 44, H, carries 0.111; number 45, H, carries 0.112; number 46, H, carries 0.101; number 47, H, carries 0.115; number 48, O, carries 0.108; number 49, C, carries -0.481; number 50, O, carries 0.117; number 51, C, carries -0.142; number 52, C, carries 0.006; number 53, C, carries -0.070; number 54, C, carries -0.575; number 55, S, carries 0.777; number 56, C, carries -0.106; number 57, C, carries -0.031; number 58, H, carries 0.086; number 59, H, carries 0.125; number 60, H, carries 0.079; number 61, H, carries 0.101; number 62, H, carries 0.111; number 63, C, carries -0.072; number 64, C, carries -0.410; number 65, C, carries -0.071; number 66, C, carries -0.100; number 67, N, carries -0.079; number 68, C, carries -0.112; number 69, N, carries -0.063; number 70, N, carries 0.044; number 71, N, carries 0.097; number 72, H, carries 0.082; number 73, H, carries 0.076; number 74, H, carries 0.081; number 75, H, carries 0.137; number 76, H, carries 0.073; number 77, H, carries 0.084; number 78, H, carries 0.081; number 79, H, carries 0.132; number 80, H, carries 0.129; number 81, H, carries 0.145

---

3.
Molecular formula: C32H32N4NiO2S
Method: DFT, the ωB97M-V functional and the def2-TZVPD basis

Positions of all 72 atoms, in Å:
Ni (-0.882, 0.637, 0.343)
C (1.915, -3.850, -3.143)
C (3.124, -3.186, -2.759)
C (3.012, -1.860, -3.202)
C (1.711, -1.627, -3.745)
C (1.026, -2.856, -3.661)
C (-0.335, -3.059, -4.181)
C (1.138, -0.329, -4.187)
C (4.076, -0.857, -3.171)
C (4.303, -3.825, -2.125)
C (1.631, -5.304, -2.977)
H (-0.833, -3.849, -3.619)
H (-0.360, -3.383, -5.271)
H (-0.885, -2.108, -4.132)
H (0.438, 0.081, -3.470)
H (0.576, -0.414, -5.106)
H (1.908, 0.417, -4.367)
H (4.004, -0.149, -2.342)
H (4.071, -0.301, -4.147)
H (5.088, -1.278, -3.165)
H (4.849, -3.075, -1.506)
H (4.949, -4.290, -2.882)
H (3.956, -4.616, -1.414)
H (2.567, -5.868, -3.080)
H (0.881, -5.612, -3.750)
H (1.219, -5.577, -1.968)
C (-3.833, 0.196, 5.972)
C (-2.941, 0.984, 5.065)
C (-1.855, 1.698, 5.577)
C (-0.929, 2.241, 4.685)
C (-1.122, 2.159, 3.315)
C (-2.202, 1.459, 2.795)
C (-3.080, 0.867, 3.673)
S (0.300, 2.736, 2.255)
O (2.718, 0.468, 1.156)
O (0.493, 4.143, 2.539)
N (-0.408, 2.517, 0.817)
C (-1.047, 3.395, 0.002)
C (-1.093, 4.804, 0.095)
C (-1.848, 5.516, -0.880)
C (-2.458, 4.932, -1.956)
C (-2.615, 3.524, -2.016)
C (-3.569, 2.814, -2.758)
C (-3.764, 1.466, -2.533)
C (-2.865, 0.778, -1.729)
N (-1.982, 1.426, -0.964)
C (-1.887, 2.777, -1.017)
H (-3.501, 0.108, 7.027)
H (-3.871, -0.839, 5.575)
H (-4.923, 0.529, 5.965)
H (-1.661, 1.744, 6.613)
H (-0.039, 2.791, 5.025)
H (-2.491, 1.509, 1.736)
H (-3.918, 0.282, 3.320)
H (-0.593, 5.338, 0.927)
H (-1.891, 6.608, -0.761)
H (-2.946, 5.600, -2.658)
H (-4.145, 3.296, -3.529)
H (-4.559, 0.906, -2.982)
H (-2.895, -0.277, -1.715)
N (2.338, -2.363, 5.758)
C (2.035, -1.931, 4.720)
C (1.744, -1.289, 3.444)
C (1.282, -2.129, 2.429)
C (0.747, -1.672, 1.165)
N (0.236, -0.566, 0.899)
C (2.579, 0.816, 2.359)
C (2.080, 0.056, 3.453)
H (1.309, -3.187, 2.632)
H (0.944, -2.425, 0.373)
H (2.976, 1.825, 2.661)
H (2.004, 0.507, 4.499)

## Properties
spin multiplicity: 3
maximum force: 3.6 eV/Å
<S²>: 2.084
LUMO level (alpha / beta): -0.81 / -2.22 eV

Quick look at the Löwdin charges, all values in e: number 1, Ni, carries 0.514; number 2, C, carries -0.168; number 3, C, carries -0.230; number 4, C, carries -0.202; number 5, C, carries -0.177; number 6, C, carries -0.230; number 7, C, carries -0.065; number 8, C, carries -0.035; number 9, C, carries -0.040; number 10, C, carries -0.064; number 11, C, carries -0.035; number 12, H, carries 0.069; number 13, H, carries 0.104; number 14, H, carries 0.068; number 15, H, carries 0.074; number 16, H, carries 0.075; number 17, H, carries 0.071; number 18, H, carries 0.094; number 19, H, carries 0.096; number 20, H, carries 0.079; number 21, H, carries 0.086; number 22, H, carries 0.082; number 23, H, carries 0.082; number 24, H, carries 0.078; number 25, H, carries 0.089; number 26, H, carries 0.100; number 27, C, carries -0.068; number 28, C, carries -0.275; number 29, C, carries -0.027; number 30, C, carries -0.083; number 31, C, carries -0.307; number 32, C, carries -0.099; number 33, C, carries -0.043; number 34, S, carries 0.892; number 35, O, carries -0.010; number 36, O, carries -0.456; number 37, N, carries -0.282; number 38, C, carries -0.253; number 39, C, carries 0.004; number 40, C, carries -0.081; number 41, C, carries -0.066; number 42, C, carries -0.142; number 43, C, carries 0.007; number 44, C, carries -0.045; number 45, C, carries -0.091; number 46, N, carries -0.001; number 47, C, carries -0.125; number 48, H, carries 0.082; number 49, H, carries 0.082; number 50, H, carries 0.100; number 51, H, carries 0.098; number 52, H, carries 0.115; number 53, H, carries 0.090; number 54, H, carries 0.114; number 55, H, carries 0.105; number 56, H, carries 0.113; number 57, H, carries 0.107; number 58, H, carries 0.119; number 59, H, carries 0.104; number 60, H, carries 0.104; number 61, N, carries 0.160; number 62, C, carries -0.186; number 63, C, carries -0.227; number 64, C, carries 0.028; number 65, C, carries -0.262; number 66, N, carries 0.020; number 67, C, carries -0.314; number 68, C, carries -0.014; number 69, H, carries 0.113; number 70, H, carries 0.121; number 71, H, carries 0.116; number 72, H, carries 0.148